Model one:
ORCA calculation (ωB97M-V/def2-TZVPD) on the molecule C15H19N3O4.

```
41
Properties=species:S:1:pos:R:3:lowdin_charge:R:1
C 3.89858 1.59853 1.71806 -0.0308
C 3.59437 1.17235 0.30674 -0.4093
O 4.65117 1.61465 -0.53017 -0.0414
C 3.45572 -0.36524 0.17406 -0.2657
N 3.46198 -0.72832 -1.23986 0.0453
C 2.22654 -0.87864 0.91484 -0.4310
O 2.33154 -1.31067 2.05259 0.0618
N 0.99438 -0.88790 0.29848 0.1295
C 0.54384 -0.11626 -0.84357 -0.2258
C -0.56626 -0.87318 -1.59442 -0.0672
C -1.75353 -1.23799 -0.72853 -0.1698
C -1.90186 -2.41015 -0.04208 -0.0516
N -3.10018 -2.39548 0.64844 0.0787
C -3.73085 -1.19153 0.42001 -0.2074
C -4.95972 -0.71865 0.89618 -0.0223
C -5.36937 0.53580 0.46687 -0.0916
C -4.55442 1.31036 -0.39492 -0.0948
C -3.34922 0.83787 -0.85599 -0.0291
C -2.91280 -0.43719 -0.45133 -0.1214
C 0.05003 1.27818 -0.49541 -0.4807
O -0.35636 2.06782 -1.30940 0.1063
O 0.14362 1.57683 0.82287 0.1239
H 3.93759 2.70873 1.75582 0.0941
H 3.11687 1.22679 2.42025 0.0955
H 4.87286 1.22210 2.03916 0.0893
H 2.65647 1.63305 -0.03737 0.1335
H 4.33039 1.71207 -1.45970 0.1142
H 4.31850 -0.80216 0.71218 0.1570
H 3.34344 -1.73614 -1.34561 0.0964
H 4.39229 -0.53104 -1.61129 0.0842
H 0.26728 -1.19889 0.93901 0.1420
H 1.40770 0.00391 -1.51524 0.1395
H -0.87772 -0.26826 -2.41697 0.1130
H -0.11892 -1.78173 -1.99561 0.1235
H -1.27622 -3.28767 -0.01572 0.1265
H -3.44501 -3.14885 1.22382 0.1541
H -5.57082 -1.32011 1.55985 0.1056
H -6.29594 0.91408 0.83377 0.0877
H -4.91413 2.30863 -0.71948 0.1098
H -2.74170 1.44221 -1.52864 0.1042
H -0.20012 2.46210 0.92832 0.1241
```

Summary:
- frontier orbital gap (eV) = 8.76
- SMILES string = C[C@@H](O)[C@H](N)C(=O)N[C@@H](Cc1c[nH]c2ccccc12)C(=O)O
- LUMO level (eV) = 0.6



Model two:
ORCA calculation (ωB97M-V/def2-TZVPD) on the molecule C15H19N3O4.

```
41
Properties=species:S:1:pos:R:3:lowdin_charge:R:1
C -0.87532 4.13094 1.56132 -0.0271
C -0.96402 3.40465 0.16979 -0.3397
O -1.42798 4.32829 -0.83079 -0.0315
C 0.42446 2.74637 -0.15877 -0.2927
N 0.68721 2.69558 -1.53694 0.0630
C 0.67748 1.41959 0.52224 -0.3987
O 0.13767 1.16420 1.56094 0.1122
N 1.50477 0.61485 -0.23991 0.1296
C 1.93677 -0.55060 0.29238 -0.3429
C 1.91988 -1.86261 -0.40663 -0.0224
C 0.47125 -1.96033 -1.06637 -0.1688
C 0.12495 -2.06782 -2.38840 -0.0487
N -1.17844 -2.53912 -2.47216 0.0813
C -1.59911 -2.70855 -1.17087 -0.2268
C -2.79996 -3.28245 -0.79665 -0.0011
C -2.90790 -3.31937 0.60361 -0.1135
C -1.98126 -2.96895 1.58366 -0.0844
C -0.78302 -2.39148 1.14550 0.0014
C -0.60356 -2.28296 -0.24443 -0.1413
C 3.09327 -0.33370 1.13519 -0.4855
O 3.44858 0.62213 1.72685 0.1653
O 3.55657 -1.55469 1.48422 0.0997
H -0.25045 4.97053 1.48954 0.0492
H -1.90965 4.43046 1.96501 0.1070
H -0.35547 3.46720 2.28994 0.0836
H -1.67201 2.59573 0.23196 0.1314
H -1.47123 3.93358 -1.68472 0.0561
H 1.13569 3.47583 0.23690 0.1620
H 0.84952 3.60076 -1.79678 0.0559
H -0.17416 2.28292 -1.94011 0.1182
H 1.83784 0.96722 -1.08474 0.1193
H 1.11517 -0.58801 1.01826 0.1365
H 2.08660 -2.67113 0.28400 0.1223
H 2.55620 -1.72004 -1.31480 0.1386
H 0.65496 -1.54220 -3.14056 0.1075
H -1.73152 -2.75298 -3.29786 0.1588
H -3.44762 -3.72278 -1.51567 0.0996
H -3.85941 -3.53651 1.09686 0.0968
H -2.23644 -3.07353 2.67271 0.1186
H -0.01532 -1.93501 1.70763 0.0914
H 4.02503 -1.48597 2.30866 0.1198
```

Summary:
- frontier orbital gap (eV) = 8.31
- SMILES string = C[C@@H](O)[C@H](N)C(=O)N[C@@H](Cc1c[nH]c2ccccc12)C(=O)O
- LUMO level (eV) = 0.5



Model three:
ORCA calculation (ωB97M-V/def2-TZVPD) on the molecule C15H19N3O4.

```
41
Properties=species:S:1:pos:R:3:lowdin_charge:R:1
C 3.13360 -2.31005 0.77742 -0.0183
C 2.06986 -1.53124 1.53057 -0.3350
O 2.47753 -0.12541 1.65410 -0.0767
C 0.69644 -1.60793 0.84379 -0.2152
N -0.15360 -0.63507 1.46820 0.1060
C -1.40280 -0.39676 0.94800 -0.4184
O -1.80723 -1.14697 0.07260 0.0946
C -2.12973 0.82142 1.50853 -0.3106
N -2.12254 0.88153 2.94450 0.0503
C -1.49283 2.10910 0.88886 -0.1026
C -1.31041 2.05501 -0.55962 -0.2084
C -2.26491 2.39544 -1.47706 -0.0567
N -1.75259 2.37218 -2.72396 0.0800
C -0.42721 1.97398 -2.66095 -0.2080
C 0.51481 1.76470 -3.63654 -0.0294
C 1.80016 1.34938 -3.25286 -0.1129
C 2.10096 1.10357 -1.92481 -0.0878
C 1.13085 1.29094 -0.88621 -0.0059
C -0.12306 1.74335 -1.30506 -0.1272
C 0.21111 -3.01020 0.96498 -0.4925
O 0.47745 -3.91494 0.20753 0.1162
O -0.51700 -3.19551 2.08293 0.1175
H 2.73610 -3.29347 0.49484 0.0831
H 3.38891 -1.73696 -0.11208 0.0869
H 4.02385 -2.44171 1.40427 0.0872
H 1.87524 -1.91206 2.53790 0.1498
H 3.34743 -0.01469 2.11238 0.1241
H 0.82770 -1.29996 -0.22170 0.1738
H 0.38093 0.05499 1.98573 0.1247
H -3.17371 0.84882 1.19558 0.1476
H -1.16604 0.81148 3.26495 0.0640
H -2.59162 0.10768 3.41484 0.0888
H -0.46955 2.22690 1.34556 0.1316
H -2.10564 2.97598 1.17517 0.1259
H -3.32790 2.63096 -1.25512 0.1453
H -2.30730 2.54998 -3.55336 0.1601
H 0.40176 1.94031 -4.74536 0.1235
H 2.50533 1.15220 -4.05946 0.0983
H 3.09094 0.71406 -1.68994 0.0934
H 1.43166 1.06740 0.14239 0.0818
H -0.75407 -4.15389 2.05060 0.1514
```

Summary:
- frontier orbital gap (eV) = 8.06
- SMILES string = C[C@@H](O)[C@H](NC(=O)[C@@H](N)Cc1c[nH]c2ccccc12)C(=O)O
- LUMO level (eV) = 0.4



Relative energy table, unit kcal/mol: model one 0.0; model two 67.8; model three 13.1



Model one:
ORCA calculation (ωB97M-V/def2-TZVPD) on a 33-piece molecular cluster, H66O33 overall.

```
99
Properties=species:S:1:pos:R:3:lowdin_charge:R:1
O 0.07859 -17.74157 -5.11431 -0.0450
H -0.38718 -17.00403 -5.50842 0.0001
H 0.64650 -17.34226 -4.45532 0.0162
O -5.92329 -19.11631 -2.29818 -0.0326
H -6.18399 -18.20582 -2.15933 0.0587
H -5.48153 -19.36590 -1.48652 -0.0129
O -3.11245 -19.17091 -8.59945 -0.0356
H -2.86164 -18.89777 -9.48190 0.0704
H -3.33264 -20.09815 -8.68872 0.0099
O -4.75713 -19.45367 -4.85332 -0.0372
H -5.17267 -19.16442 -4.04098 0.0063
H -4.75877 -20.40920 -4.79671 0.0321
O -4.64576 -21.93965 -7.15453 -0.0241
H -5.57545 -21.71683 -7.20195 0.0545
H -4.31012 -21.75694 -8.03214 0.0286
O 0.08958 -22.32330 -5.75493 -0.0381
H -0.36522 -21.94057 -5.00465 -0.0037
H 0.77735 -21.69199 -5.96624 -0.0189
O -2.06834 -21.59277 -8.40617 -0.0322
H -1.31148 -21.40645 -7.85058 0.0343
H -1.70471 -22.06001 -9.15830 0.0802
O -1.22602 -20.01696 -4.23059 -0.0449
H -0.69473 -19.30703 -4.59109 -0.0180
H -1.86572 -19.57735 -3.67044 0.0024
O -0.58304 -21.04765 1.35075 -0.0487
H -0.80076 -21.36955 0.47599 -0.0292
H -1.43075 -20.90216 1.77081 0.0189
O 0.93645 -16.40637 -2.75189 -0.0266
H 1.15483 -17.21295 -2.28501 0.0412
H 0.52231 -15.85125 -2.09117 0.0653
O -6.13832 -19.29243 -7.52030 -0.0560
H -5.53322 -19.27999 -6.77873 -0.0247
H -6.21213 -18.37559 -7.78522 0.0384
O -3.56616 -17.24834 -6.41452 -0.0306
H -3.39485 -17.96610 -7.02419 0.0110
H -4.01205 -17.66236 -5.67560 0.0236
O 2.34418 -14.84426 -4.87476 -0.0495
H 1.73017 -14.11726 -4.77135 0.0304
H 2.20612 -15.38723 -4.09864 -0.0133
O -4.36789 -19.50972 -0.07113 -0.0290
H -3.55609 -19.43594 0.43064 0.0182
H -5.05798 -19.29247 0.55561 0.0704
O -1.58915 -18.41583 -1.65132 -0.0369
H -0.68172 -18.35208 -1.35343 -0.0068
H -2.10736 -18.40323 -0.84662 -0.0049
O -0.56256 -24.60917 -2.81360 -0.0253
H -0.23313 -23.71051 -2.82489 0.0144
H 0.04817 -25.08157 -2.24785 0.0576
O 1.12089 -20.17074 -9.71378 -0.0602
H 0.61013 -20.10872 -8.90663 -0.0394
H 0.49328 -20.46765 -10.37271 0.0197
O -2.50265 -24.38250 -7.27919 -0.0547
H -2.52621 -23.47787 -7.59115 -0.0304
H -2.73431 -24.32284 -6.35236 0.0058
O 0.62444 -15.66477 -8.73180 -0.0529
H 0.01622 -15.73656 -7.99617 -0.0197
H 1.39745 -15.23719 -8.36322 0.0262
O -1.34261 -15.81821 -6.35999 -0.0375
H -2.11589 -16.35760 -6.52527 -0.0062
H -1.67268 -15.07287 -5.85823 0.0695
O -5.70498 -22.39425 -2.80686 -0.0183
H -5.97443 -23.12122 -3.36823 0.0691
H -6.38771 -22.34170 -2.13802 0.0662
O 0.54471 -17.81932 -0.19477 -0.0271
H 0.21057 -18.24093 0.59695 0.0452
H 1.11691 -17.12290 0.12743 0.0741
O -2.33280 -18.02186 0.95843 -0.0351
H -1.71375 -18.28122 1.64088 0.0698
H -3.13591 -17.80596 1.43238 0.0685
O -3.44918 -24.95149 -2.88844 -0.0628
H -3.64032 -24.25083 -3.51195 -0.0260
H -2.56938 -24.75368 -2.56743 -0.0174
O -0.25050 -19.50060 -7.46226 -0.0343
H 0.05775 -19.04271 -6.68025 0.0151
H -1.19104 -19.32467 -7.48828 0.0245
O 2.33843 -20.61531 -5.57133 -0.0258
H 2.55946 -19.68444 -5.60062 0.0686
H 2.66334 -20.96534 -6.40088 0.0757
O -2.91958 -15.99530 -2.72163 -0.0321
H -3.15286 -16.18870 -3.62960 0.0487
H -2.23630 -16.63096 -2.50879 0.0135
O -1.31495 -23.78369 0.06934 -0.0471
H -2.20566 -23.43645 0.11715 0.0342
H -0.92166 -23.33349 -0.67824 -0.0239
O -3.20462 -22.87301 -4.97572 -0.0388
H -2.67038 -22.17676 -4.59354 0.0216
H -3.50959 -22.51202 -5.80813 -0.0053
O 2.49892 -22.27552 -3.24894 -0.0528
H 2.36699 -21.84995 -4.09612 -0.0273
H 2.14345 -23.15665 -3.36505 0.0225
O -3.34044 -15.24147 -0.24304 -0.0512
H -3.12841 -15.57280 -1.11568 -0.0425
H -3.38517 -16.02397 0.30644 -0.0109
O -3.32515 -21.24946 -2.61478 -0.0450
H -3.53083 -20.65719 -1.89149 0.0152
H -4.13406 -21.73997 -2.76074 -0.0205
O -0.59667 -21.55214 -1.37719 -0.0451
H -1.37213 -21.51169 -1.93688 0.0166
H 0.02890 -20.95709 -1.79049 0.0622
```

Summary:
- frontier orbital gap (eV) = 8.78
- LUMO level (eV) = -1.2



Model two:
ORCA calculation (ωB97M-V/def2-TZVPD) on a 33-piece molecular cluster, H66O33 overall.

```
99
Properties=species:S:1:pos:R:3:lowdin_charge:R:1
O 3.24747 -1.17578 -3.81076 -0.0305
H 3.52811 -0.31940 -3.53605 -0.0189
H 3.78525 -1.49494 -4.55270 0.0649
O -2.70905 2.76539 2.40738 -0.1081
H -2.78692 2.07055 1.69133 0.0292
H -1.70629 2.91550 2.38214 0.0552
O 4.02004 2.51064 -5.91312 -0.0480
H 4.29581 3.41666 -6.11107 0.0546
H 4.32756 2.32899 -5.03356 -0.0034
O -2.70011 0.46824 0.72686 -0.0590
H -2.77204 -0.36091 1.21015 0.0266
H -1.81391 0.36086 0.31491 0.0025
O 3.79087 0.48987 3.94846 -0.0927
H 4.54937 0.67785 3.37695 0.0347
H 3.06634 0.22404 3.29725 0.0165
O -2.87947 -2.52405 2.50182 -0.0495
H -3.02330 -2.01992 3.28834 -0.0022
H -2.16609 -2.05953 2.09265 -0.0089
O -4.03678 1.49166 4.40714 -0.0376
H -3.59326 1.94137 3.62997 0.0351
H -4.89542 1.81969 4.48129 0.0293
O -0.42739 -1.62362 1.08789 -0.0563
H -0.43614 -2.08706 0.23304 0.0162
H 0.45816 -1.67746 1.53044 0.0415
O 2.77287 2.87968 2.17392 -0.0576
H 2.81884 3.44797 2.95515 0.0716
H 1.83939 2.60561 2.12511 0.0183
O 3.63196 3.67378 -0.26553 -0.0817
H 4.05786 4.51314 -0.11502 0.0380
H 3.56196 3.21588 0.62935 0.0343
O -0.98757 -2.32102 -1.59968 -0.0592
H -0.68780 -2.35750 -2.52668 0.0248
H -1.94606 -2.19959 -1.55663 0.0421
O 1.99847 -1.15755 5.97414 -0.0121
H 1.33255 -1.77900 6.22944 0.0339
H 2.71596 -1.59150 5.59777 -0.0090
O -3.40007 -3.89036 4.74702 -0.0795
H -4.16955 -4.29685 5.25190 0.0782
H -3.77405 -3.83307 3.86468 0.0091
O 0.01827 2.72660 1.63725 -0.0982
H 0.09272 3.45399 0.93689 0.0466
H -0.21548 1.90453 1.19708 0.0112
O -0.07016 0.31477 4.14507 -0.0151
H -0.89595 0.06912 4.49907 -0.0227
H 0.19415 1.01107 4.74012 0.0606
O -3.37706 5.04789 0.27554 -0.0366
H -3.40994 5.28594 1.19130 0.0244
H -2.91941 5.79100 -0.13379 0.0488
O -2.65458 -0.65085 4.66999 -0.0761
H -2.83040 -1.23271 5.38474 0.0292
H -3.35409 0.09285 4.63406 0.0321
O 1.83282 -0.92842 2.50019 -0.0525
H 2.03448 -1.42686 3.29659 0.0709
H 1.13574 -0.32939 2.76608 0.0281
O -3.03476 2.59625 -1.40032 -0.0101
H -3.49695 2.97344 -0.68072 0.0016
H -3.11734 1.67414 -1.26333 0.0122
O 1.02749 2.34800 -5.59858 -0.0507
H 0.97373 3.23442 -5.21503 0.0561
H 1.88766 2.24310 -6.02698 0.0241
O -2.08298 -4.46176 -3.89332 -0.0733
H -1.88720 -3.67606 -4.44912 0.0610
H -2.81891 -4.06512 -3.37847 0.0168
O 2.72449 -0.79203 -0.14789 -0.0463
H 2.51979 -0.99999 0.75861 0.0031
H 2.43015 -1.57222 -0.71222 0.0821
O 1.35429 -3.65426 -1.23441 -0.0789
H 1.42284 -4.63917 -1.38066 0.0723
H 0.40734 -3.50855 -1.37076 -0.0250
O 0.59307 -2.49028 -3.95321 -0.0751
H 1.11592 -3.03287 -3.37633 0.0002
H 0.92913 -1.55482 -3.71351 0.0702
O 0.77585 4.30977 -0.36114 -0.0666
H 1.64692 3.87407 -0.59196 0.0527
H 0.11484 4.01864 -0.98500 -0.0082
O -0.77646 3.78087 -2.63742 -0.0707
H -0.79234 2.91744 -3.10051 0.0343
H -1.68778 3.80677 -2.30373 0.0226
O -0.79249 -5.73484 -1.50611 -0.0541
H -1.09988 -5.34149 -2.32545 -0.0028
H -0.63436 -6.68559 -1.70570 0.0734
O 4.93371 0.07276 -1.33057 -0.1082
H 5.77140 -0.10541 -0.83682 0.0691
H 4.19079 -0.45853 -0.89574 0.0190
O 3.62981 1.89453 -2.99466 -0.0662
H 3.60100 2.81330 -2.71828 0.0383
H 4.33447 1.40252 -2.51262 0.0212
O -3.09299 -4.52361 0.50819 -0.0617
H -2.89545 -3.87103 1.22068 0.0108
H -2.21335 -4.78853 0.22990 0.0148
O -0.30632 0.87260 -0.36493 -0.0328
H -0.52304 1.12845 -1.27033 0.0474
H 0.15413 0.04830 -0.31849 0.0212
O 0.44681 1.01539 -3.13778 -0.0555
H 1.29932 0.99708 -2.68971 0.0299
H 0.68803 1.38778 -4.00140 0.0080
O -3.86401 -2.95373 -1.99701 -0.0823
H -3.69239 -3.14781 -1.03867 0.0402
H -4.63266 -3.52972 -2.17432 0.0726
```

Summary:
- frontier orbital gap (eV) = 10.78
- LUMO level (eV) = 0.2



Relative energy table, unit kcal/mol: model one 46.2; model two 0.0